The molecule H5NOSi at a distorted geometry, computed with wB97M-V/def2-TZVPD.

Structure (SMILES)   N[SiH2]O
Gap between HOMO and LUMO   10.75 eV
Relative energy (zero: lowest compared OMol25 entry of this formula, charge and spin)   0.509 eV
HOMO   -9.98 eV
Lowest unoccupied orbital energy   0.8 eV

Last columns: bonded neighbours and bond lengths (Å).
Cartesian coordinates (Å):
1 N 1.0310 0.0267 -0.3833  Si2 1.684, H4 0.957, H5 0.994
2 Si -0.3877 -0.0363 0.5222  N1 1.684, O3 1.795, H6 1.447, H7 1.628
3 O -1.8412 -0.1377 -0.5256  Si2 1.795, H8 0.955
4 H 1.2417 0.6457 -1.0827  N1 0.957
5 H 1.7194 -0.5793 0.0012  N1 0.994
6 H -0.5403 -1.1751 1.4019  Si2 1.447
7 H -0.3401 1.3173 1.4260  Si2 1.628
8 H -1.4908 0.2967 -1.3010  O3 0.955